1.
Here is a structure of composition C33H50Cl39N5O6 at a distorted geometry from the OMol25 dataset. Energies are from wB97M-V/def2-TZVPD.

The value obtained for the molecular weight is 1995.5 g/mol. The HOMO-LUMO gap is 0.2607 hartree. The calculation puts the energy above the lowest of the compared OMol25 structures with the same formula, charge and spin at 0.0 kJ/mol. Its HOMO energy is -7.690 eV. For the electronic energy, the calculation gives -19959.66812 hartree.

Geometry (Å):
C 1.9904 2.5127 1.0950
C 1.1180 2.0340 -0.1130
C 1.9309 1.9448 -1.4245
N 2.5615 0.6453 -1.6431
N 1.6510 -0.4227 -1.6448
C 0.5055 -0.3475 -2.3735
N 0.3558 0.0365 -3.6132
C 1.5227 0.4521 -4.4349
N 1.1622 0.8290 -5.7862
N -0.5196 -0.8142 -1.5251
C -1.6460 -1.5492 -2.1561
C -3.0157 -0.9056 -1.7319
C -4.0485 -1.9804 -1.3047
C -4.3530 -2.0318 0.2145
C -3.1206 -2.2541 1.1391
C -2.5060 -0.9064 1.5880
O -1.9532 -0.9830 2.9063
C -1.3141 0.1498 3.3280
C -1.3565 1.4528 2.5269
O -0.6904 0.0960 4.3484
C 0.1290 -1.7592 -0.5970
C 1.6095 -1.3460 -0.4923
C 2.6593 -2.4385 -0.8873
C 2.4596 -3.6979 -0.0351
O 3.1414 -4.8663 -0.5306
C 2.6934 -5.2897 -1.7414
C 1.2518 -5.1094 -2.2101
O 3.4820 -5.8051 -2.4883
C 2.1401 -0.8758 0.8982
O 3.2077 -0.2841 1.0413
O 1.3653 -1.1840 1.8639
H 1.4870 3.3698 1.5762
H 2.9626 2.8992 0.7633
H 2.0941 1.7409 1.8641
H 0.5682 1.1177 0.1358
H 0.3628 2.8238 -0.2566
H 2.7526 2.6731 -1.3405
H 1.3199 2.3061 -2.2827
H 3.1336 0.6172 -2.4767
H -0.5480 0.0555 -4.0579
H 2.2563 -0.3681 -4.4179
H 2.0335 1.3243 -4.0044
H 0.7074 1.7344 -5.7574
H 0.4741 0.1963 -6.1869
H -1.6132 -1.5393 -3.2529
H -1.6942 -2.5976 -1.8442
H -2.8456 -0.1299 -0.9770
H -3.3894 -0.3922 -2.6228
H -3.8011 -2.9917 -1.6616
H -4.9953 -1.7178 -1.8073
H -4.9643 -1.1675 0.5141
H -5.0079 -2.9079 0.3645
H -3.4393 -2.7689 2.0572
H -2.3984 -2.9091 0.6328
H -1.7395 -0.6025 0.8603
H -3.2972 -0.1385 1.5418
H -0.9517 1.2807 1.5147
H -0.7341 2.2290 2.9762
H -2.3945 1.7982 2.3603
H -0.3959 -1.9296 0.3484
H 0.2204 -2.7953 -0.9784
H 2.6319 -2.5998 -1.9728
H 3.6334 -1.9961 -0.6354
H 1.4077 -3.9545 0.1618
H 2.8822 -3.4370 0.9292
H 1.1031 -4.1196 -2.6687
H 0.4946 -5.2440 -1.4267
H 1.0575 -5.8469 -2.9946
C -2.7558 3.0680 -3.5691
Cl -1.3207 2.4719 -4.4312
Cl -4.1014 1.9504 -3.7490
Cl -2.3783 3.3298 -1.8695
H -3.0437 4.0162 -4.0085
C 2.3684 -3.0012 3.8275
Cl 3.9312 -3.5814 3.2296
Cl 1.1906 -4.3189 3.8473
Cl 2.5344 -2.2645 5.4184
H 2.0057 -2.2301 3.1452
C -5.0704 3.5522 4.0997
Cl -4.3628 1.9477 3.9027
Cl -4.7503 4.5502 2.6762
Cl -6.8049 3.4390 4.4027
H -4.6059 4.0239 4.9562
C -3.4794 -1.6466 -6.5727
Cl -2.6008 -0.4014 -5.6698
Cl -2.4468 -2.3631 -7.8086
Cl -4.0969 -2.8804 -5.4732
H -4.3209 -1.1718 -7.0621
C -6.2144 1.7445 -7.3363
Cl -5.3542 2.9941 -6.4371
Cl -5.1653 1.0299 -8.5663
Cl -6.8224 0.4986 -6.2399
H -7.0588 2.2021 -7.8358
C 5.1256 -4.1620 -5.1360
Cl 5.2683 -3.5344 -6.7823
Cl 6.6991 -4.6521 -4.5152
Cl 4.3862 -2.9594 -4.0736
H 4.4811 -5.0323 -5.1563
C 5.1118 0.9928 2.0963
Cl 5.7347 2.6145 2.4340
Cl 6.3006 0.0439 1.1973
Cl 4.6611 0.1763 3.5897
H 4.2217 1.0874 1.4842
C 0.7807 1.9094 4.3589
Cl 1.0258 2.9389 5.7784
Cl 1.5763 2.6147 2.9461
Cl 1.3809 0.2844 4.6685
H -0.2802 1.8522 4.1564
C 2.2436 -9.2610 -2.9668
Cl 2.8258 -9.5885 -4.6001
Cl 0.7646 -8.2928 -3.0169
Cl 1.9721 -10.7657 -2.0862
H 3.0016 -8.6899 -2.4438
C -1.5017 1.4097 8.0279
Cl -1.6566 1.1811 6.2875
Cl -3.0622 1.1925 8.8297
Cl -0.2972 0.3055 8.6948
H -1.1671 2.4244 8.2074
C 4.1370 4.2675 7.0192
Cl 4.8331 5.6614 6.1870
Cl 4.9339 2.7785 6.5157
Cl 4.2379 4.4769 8.7745
H 3.0922 4.1994 6.7466
C -0.4102 6.3092 7.6788
Cl 1.0005 5.5777 8.4505
Cl 0.0637 7.1661 6.2110
Cl -1.6279 5.0806 7.3151
H -0.8434 7.0247 8.3659
C -1.3173 7.4654 -1.4344
Cl -0.1867 8.7946 -1.6829
Cl -1.4990 6.5169 -2.9159
Cl -0.7899 6.4352 -0.1013
H -2.2830 7.8829 -1.1799

=====

2.
Here is a structure of composition C16H21Cl3MoO at a distorted geometry from the OMol25 dataset. Energies are from wB97M-V/def2-TZVPD.

The value obtained for the molecular weight is 431.6 g/mol. The HOMO-LUMO gap (spin up / spin down) is 0.1681 / 0.1862 hartree. The calculation puts the energy above the lowest of the compared OMol25 structures with the same formula, charge and spin at 50.8 kJ/mol. Its HOMO energy (spin up / spin down) is 0.806 / 0.296 eV. For the electronic energy, the calculation gives -2146.26372 hartree. Its multiplicity is 3. Its expectation value of S² is 2.314. The net charge is -2.

Geometry (Å):
C -1.0071 0.8049 -1.9382
C -1.7234 -0.3981 -1.6551
C -0.7779 -1.4722 -1.5309
C -3.1958 -0.5577 -1.8196
C 0.5437 -0.9262 -1.7597
C 0.3939 0.4856 -2.0082
C 1.4721 1.4544 -2.3606
C -1.6352 2.1192 -2.2623
C -1.1448 -2.9074 -1.3637
C 1.8212 -1.6970 -1.8078
Mo -0.2817 0.0085 0.0824
Cl -2.7522 -0.2778 1.2642
Cl -0.1940 2.2786 0.7053
Cl 0.4624 -1.8615 1.2986
H -3.7243 0.3143 -1.4339
H -3.5604 -1.4349 -1.2849
H -3.4440 -0.6682 -2.8838
H -1.9930 -2.9960 -0.6785
H -0.3124 -3.4838 -0.9618
H -1.4407 -3.3439 -2.3248
H 1.6685 -2.7168 -1.4423
H 2.5599 -1.2196 -1.1531
H 2.2379 -1.7474 -2.8229
H 1.9812 1.7931 -1.4531
H 1.0462 2.3408 -2.8378
H 2.2138 1.0021 -3.0267
H -2.5435 2.2625 -1.6646
H -1.9257 2.1880 -3.3207
H -0.9491 2.9407 -2.0458
O 2.2022 0.3241 0.4435
H 2.8486 0.9010 -0.0261
C 1.4949 0.7965 5.0856
C 0.1409 0.4291 4.9916
C -0.4457 0.2148 3.7184
C 0.3831 0.3470 2.6379
C 1.6918 0.6729 2.6981
C 2.2855 0.9375 3.9245
H 1.9558 0.9754 6.0636
H -0.4545 0.3130 5.9045
H -1.4844 -0.0506 3.5639
H 2.2531 0.6164 1.5140
H 3.3330 1.2391 3.9705